{"formula": "C5H11NP", "method": "ωB97M-V/def2-TZVPD", "gap_ha": 0.347, "total_charge": 1, "e_above_lowest_kj_mol": 96.6, "e_homo_ev": -13.32, "symbols": ["C", "C", "P", "C", "N", "C", "C", "H", "H", "H", "H", "H", "H", "H", "H", "H", "H", "H"], "coordinates": [[1.630, -1.471, -1.694], [1.030, -0.329, -1.040], [1.393, 1.315, -1.298], [0.068, 1.697, 0.383], [-0.841, 0.490, 0.334], [-1.848, 0.339, 1.469], [0.112, -0.654, 0.077], [0.879, -2.256, -2.016], [2.381, -1.862, -0.944], [2.295, -1.078, -2.583], [-0.438, 2.633, 0.542], [0.850, 1.678, 1.148], [-1.416, 0.725, -0.448], [-1.478, 0.226, 2.514], [-2.360, 1.418, 1.480], [-2.647, -0.421, 1.280], [-0.381, -1.604, -0.196], [0.769, -0.848, 0.992]]}

***

{"formula": "C57H56AuN5O4S2", "method": "ωB97M-V/def2-TZVPD", "gap_ha": 0.186, "e_above_lowest_kj_mol": 56.0, "e_homo_ev": -6.92, "symbols": ["Au", "C", "C", "C", "C", "C", "C", "C", "C", "C", "C", "C", "C", "N", "C", "C", "N", "C", "C", "C", "C", "C", "C", "C", "C", "C", "C", "C", "C", "C", "C", "C", "C", "C", "C", "C", "C", "C", "C", "H", "H", "H", "H", "H", "H", "H", "H", "H", "H", "H", "H", "H", "H", "H", "H", "H", "H", "H", "H", "H", "H", "H", "H", "H", "H", "H", "H", "H", "H", "H", "H", "H", "H", "H", "H", "H", "H", "H", "H", "O", "S", "C", "C", "C", "C", "C", "C", "C", "C", "C", "C", "C", "C", "H", "H", "H", "H", "H", "H", "H", "H", "H", "H", "O", "S", "O", "O", "C", "N", "C", "C", "C", "N", "C", "C", "C", "N", "C", "C", "H", "H", "H", "H", "H", "H"], "coordinates": [[0.091, -0.813, -1.110], [0.613, -4.320, -1.275], [-0.538, -4.662, -0.331], [-0.134, -4.441, 1.129], [-1.854, -4.040, -0.794], [-2.743, -4.899, -1.432], [-3.944, -4.458, -1.961], [-4.279, -3.123, -1.867], [-3.436, -2.214, -1.233], [-3.852, -0.759, -1.153], [-5.192, -0.603, -0.429], [-3.906, -0.138, -2.550], [-2.239, -2.690, -0.698], [-1.384, -1.751, -0.004], [-1.519, -1.626, 1.257], [-0.593, -0.732, 2.076], [0.169, 0.092, 1.497], [0.954, 0.971, 2.310], [0.349, 2.117, 2.851], [1.112, 2.932, 3.680], [2.435, 2.645, 3.957], [3.021, 1.535, 3.376], [2.307, 0.680, 2.539], [3.110, -0.436, 1.887], [2.440, -1.799, 1.721], [3.667, 0.074, 0.556], [-1.089, 2.524, 2.569], [-1.984, 2.382, 3.805], [-1.155, 3.961, 2.046], [-0.862, -1.056, 3.493], [-0.287, -0.692, 4.681], [-0.843, -1.203, 5.880], [-1.932, -2.036, 5.886], [-2.535, -2.438, 4.667], [-3.644, -3.305, 4.510], [-4.107, -3.626, 3.258], [-3.501, -3.132, 2.079], [-2.427, -2.287, 2.205], [-1.965, -1.938, 3.496], [1.526, -4.826, -0.954], [0.805, -3.246, -1.284], [0.391, -4.624, -2.298], [-0.708, -5.737, -0.430], [0.276, -3.445, 1.306], [0.654, -5.150, 1.387], [-0.969, -4.608, 1.811], [-2.476, -5.946, -1.518], [-4.610, -5.156, -2.453], [-5.211, -2.771, -2.293], [-3.098, -0.218, -0.580], [-5.990, -1.127, -0.958], [-5.469, 0.451, -0.375], [-5.147, -1.001, 0.588], [-4.615, -0.673, -3.185], [-2.927, -0.157, -3.028], [-4.228, 0.903, -2.486], [0.656, 3.812, 4.117], [3.011, 3.286, 4.611], [4.064, 1.313, 3.569], [3.963, -0.597, 2.552], [1.720, -1.808, 0.901], [1.926, -2.114, 2.634], [3.202, -2.547, 1.494], [2.853, 0.324, -0.131], [4.301, -0.676, 0.079], [4.271, 0.970, 0.704], [-1.483, 1.866, 1.790], [-1.612, 3.007, 4.620], [-2.033, 1.356, 4.167], [-2.998, 2.713, 3.572], [-0.805, 4.670, 2.799], [-2.183, 4.227, 1.799], [-0.544, 4.091, 1.154], [0.562, -0.023, 4.722], [-0.391, -0.916, 6.820], [-2.333, -2.397, 6.825], [-4.127, -3.718, 5.387], [-4.956, -4.291, 3.163], [-3.883, -3.432, 1.113], [-0.984, 1.614, -2.592], [-1.187, 3.094, -2.582], [0.072, 3.763, -1.489], [0.956, 2.896, -0.870], [1.938, 3.417, -0.036], [2.031, 4.786, 0.157], [1.145, 5.647, -0.482], [0.160, 5.138, -1.312], [-2.589, 3.380, -1.506], [-3.453, 4.433, -1.752], [-4.549, 4.612, -0.915], [-4.771, 3.734, 0.135], [-3.899, 2.674, 0.361], [-2.803, 2.493, -0.464], [0.864, 1.829, -1.037], [2.625, 2.748, 0.468], [2.799, 5.187, 0.806], [1.224, 6.716, -0.334], [-0.532, 5.803, -1.815], [-3.283, 5.099, -2.590], [-5.235, 5.430, -1.094], [-5.629, 3.872, 0.779], [-4.074, 1.993, 1.187], [-2.107, 1.673, -0.323], [8.276, -1.764, -2.872], [8.747, -1.463, -4.210], [9.810, -0.485, -4.282], [8.888, -2.613, -5.083], [7.331, -0.607, -4.979], [7.530, 0.043, -6.132], [6.474, 0.619, -6.678], [5.205, 0.579, -6.109], [5.108, -0.119, -4.920], [6.160, -0.710, -4.366], [3.852, -0.272, -4.139], [3.831, -1.193, -3.092], [2.706, -1.296, -2.313], [1.605, -0.542, -2.510], [1.607, 0.319, -3.535], [2.702, 0.474, -4.363], [6.639, 1.141, -7.616], [4.363, 1.058, -6.588], [4.714, -1.784, -2.889], [2.673, -1.990, -1.485], [0.701, 0.892, -3.666], [2.649, 1.203, -5.159]]}

***

{"formula": "C3H3N2O2", "method": "ωB97M-V/def2-TZVPD", "gap_ha": 0.301, "total_charge": -1, "e_above_lowest_kj_mol": 69.3, "e_homo_ev": -4.32, "symbols": ["C", "N", "C", "N", "C", "O", "O", "H", "H", "H"], "coordinates": [[1.250, -0.229, -1.325], [-0.103, -0.562, -0.844], [-0.484, -0.766, 0.284], [-1.017, -0.772, 1.347], [-1.403, 0.691, 1.621], [-0.597, 1.306, 2.313], [-2.462, 0.963, 1.064], [1.155, 0.613, -2.092], [1.902, -0.211, -0.440], [1.760, -1.033, -1.926]]}

***

{"formula": "C28H21N5O4Ru", "method": "ωB97M-V/def2-TZVPD", "gap_ha": 0.254, "e_homo_ev": -8.38, "symbols": ["Ru", "O", "C", "O", "C", "C", "N", "N", "C", "C", "O", "O", "H", "H", "H", "N", "C", "C", "C", "C", "C", "C", "C", "C", "C", "C", "C", "C", "N", "C", "C", "C", "C", "N", "H", "H", "H", "H", "H", "H", "H", "H", "H", "H", "C", "C", "C", "C", "C", "C", "C", "H", "H", "H", "H", "H", "H", "H", "H"], "coordinates": [[0.000, 0.000, 0.000], [-1.815, 5.561, 0.000], [-0.461, 5.527, 0.000], [0.181, 6.575, 0.000], [0.197, 4.228, 0.000], [1.573, 4.042, 0.000], [1.797, 2.696, 0.000], [0.676, 1.968, 0.000], [-0.281, 2.899, 0.000], [-1.643, 2.417, 0.000], [-2.585, 3.269, 0.000], [-1.659, 1.162, 0.000], [-2.247, 4.654, 0.000], [2.387, 4.752, 0.000], [2.682, 2.204, 0.000], [7.131, 0.112, 7.460], [6.321, 0.092, 6.629], [5.320, 0.066, 5.603], [5.036, 1.224, 4.871], [4.060, 1.199, 3.871], [3.364, 0.014, 3.591], [3.657, -1.146, 4.322], [4.628, -1.119, 5.327], [2.342, -0.012, 2.504], [1.044, 0.069, 2.886], [0.540, 0.227, 4.244], [-0.792, 0.265, 4.267], [-1.093, 0.114, 2.852], [-0.068, 0.000, 2.072], [2.811, -0.091, 1.041], [4.143, -0.252, 0.665], [4.171, -0.277, -0.720], [2.869, -0.119, -1.121], [2.062, 0.000, -0.068], [5.570, 2.151, 5.073], [3.848, 2.106, 3.306], [3.129, -2.075, 4.111], [4.840, -2.027, 5.889], [1.161, 0.318, 5.122], [-1.482, 0.378, 5.079], [-2.139, 0.102, 2.515], [4.999, -0.354, 1.320], [5.037, -0.396, -1.356], [2.500, -0.088, -2.140], [-1.790, -1.301, 0.000], [-1.578, -1.386, -1.434], [-2.062, -0.382, -2.277], [-1.901, -0.486, -3.661], [-1.261, -1.597, -4.208], [-0.776, -2.601, -3.373], [-0.933, -2.496, -1.988], [-1.599, -2.173, 0.661], [-2.653, -0.733, 0.407], [-2.570, 0.487, -1.866], [-2.282, 0.298, -4.311], [-1.142, -1.680, -5.285], [-0.280, -3.470, -3.798], [-0.557, -3.293, -1.351], [0.565, -1.738, 0.000]]}

***

{"formula": "C24H50N2O4P", "method": "ωB97M-V/def2-TZVPD", "gap_ha": 0.359, "total_charge": 1, "e_above_lowest_kj_mol": 0.0, "e_homo_ev": -12.23, "symbols": ["C", "C", "C", "C", "C", "C", "C", "C", "C", "C", "C", "C", "C", "C", "C", "C", "C", "C", "C", "C", "N", "N", "C", "C", "C", "O", "C", "P", "O", "O", "O", "H", "H", "H", "H", "H", "H", "H", "H", "H", "H", "H", "H", "H", "H", "H", "H", "H", "H", "H", "H", "H", "H", "H", "H", "H", "H", "H", "H", "H", "H", "H", "H", "H", "H", "H", "H", "H", "H", "H", "H", "H", "H", "H", "H", "H", "H", "H", "H", "H", "H"], "coordinates": [[8.266, 0.589, 2.387], [8.661, 0.564, 0.911], [8.436, -0.787, 0.219], [7.110, -1.489, 0.530], [5.859, -0.622, 0.327], [5.223, -0.808, -1.051], [3.953, 0.043, -1.232], [2.733, -0.762, -1.686], [1.405, -0.040, -1.452], [0.227, -1.009, -1.408], [-1.174, -0.389, -1.337], [-1.728, 0.077, 0.058], [-0.674, -0.013, 1.169], [-3.073, -0.679, 0.288], [-3.175, -2.183, 0.659], [-1.981, -2.790, 1.397], [-3.538, -3.073, -0.556], [-4.669, -4.055, -0.252], [-3.980, 0.210, 1.116], [-3.702, 0.279, 2.622], [-3.717, 1.585, 0.531], [-4.596, 2.146, -0.486], [-5.284, 1.167, -1.335], [-5.495, 3.067, 0.183], [-6.055, 4.135, -0.702], [-5.676, 2.968, 1.372], [-2.252, 1.571, 0.106], [-1.921, 2.712, -1.285], [-2.551, 2.436, -2.571], [-0.341, 2.717, -1.364], [-2.328, 4.099, -0.595], [8.967, 0.014, 2.995], [7.265, 0.192, 2.556], [8.274, 1.611, 2.769], [8.126, 1.351, 0.374], [9.724, 0.800, 0.839], [9.255, -1.457, 0.495], [8.521, -0.646, -0.863], [7.031, -2.348, -0.143], [7.135, -1.909, 1.536], [6.099, 0.437, 0.457], [5.113, -0.860, 1.093], [4.979, -1.866, -1.182], [5.962, -0.540, -1.809], [4.142, 0.838, -1.959], [3.716, 0.542, -0.286], [2.832, -0.974, -2.754], [2.725, -1.717, -1.151], [1.488, 0.552, -0.533], [1.229, 0.674, -2.261], [0.249, -1.569, -2.348], [0.375, -1.757, -0.624], [-1.863, -1.137, -1.728], [-1.198, 0.428, -2.057], [-0.170, -0.971, 1.203], [-1.111, 0.163, 2.151], [0.091, 0.751, 1.019], [-3.512, -0.621, -0.711], [-4.019, -2.265, 1.355], [-2.251, -3.788, 1.745], [-1.112, -2.885, 0.745], [-1.695, -2.221, 2.283], [-3.797, -2.473, -1.431], [-2.652, -3.649, -0.837], [-5.029, -4.523, -1.168], [-5.521, -3.549, 0.207], [-4.338, -4.852, 0.413], [-5.025, -0.062, 0.999], [-3.370, -0.692, 2.984], [-2.951, 1.027, 2.884], [-4.610, 0.541, 3.163], [-3.819, 2.240, 1.310], [-5.919, 1.737, -2.008], [-5.917, 0.483, -0.769], [-4.559, 0.644, -1.952], [-5.440, 5.026, -0.562], [-7.080, 4.355, -0.414], [-6.012, 3.858, -1.753], [-1.756, 2.047, 0.958], [0.153, 2.645, -0.539], [-2.686, 4.708, -1.257]]}

***

{"formula": "C4H3Cl3", "method": "ωB97M-V/def2-TZVPD", "gap_ha": [0.296, 0.281], "e_above_lowest_kj_mol": 378.6, "e_homo_ev": [-9.07, -8.85], "symbols": ["C", "C", "C", "C", "Cl", "Cl", "Cl", "H", "H", "H"], "coordinates": [[0.575, -0.370, -0.620], [-0.251, 0.560, -0.905], [-1.496, 1.405, 0.095], [1.004, -1.402, 0.286], [-0.359, 1.414, -2.385], [-1.882, 0.493, 1.494], [-0.911, 2.957, 0.483], [0.248, -1.556, 1.065], [1.960, -1.157, 0.747], [1.112, -2.342, -0.261]]}